101
Properties=species:S:1:pos:R:3:lowdin_charge:R:1 method="wB97M-V/def2-TZVPD" charge=+3 lumo_energy_ha=-0.31654 homo_energy_ev=-14.1 multiplicity=1 total_energy_ha=-6286.24587
As -1.386 -3.382 0.249 1.382
Ti -0.216 -1.469 -0.945 0.782
S -2.431 -0.624 -1.306 0.810
F -1.978 -0.231 3.744 0.147
F 0.386 4.916 -2.815 0.090
F -0.941 -0.495 1.261 0.013
F -4.710 -0.032 4.095 0.165
F -6.338 -0.137 1.925 0.164
F -5.285 -0.363 -0.578 0.118
O 1.099 -1.796 0.158 -0.166
O 0.236 0.331 -0.959 -0.186
O 2.427 -1.642 1.929 0.161
N 2.280 6.383 -1.322 -0.070
N 2.692 2.471 1.535 -0.003
N 4.186 8.108 -2.295 0.080
C -1.213 -7.569 -0.453 -0.046
C 1.911 5.112 -0.973 -0.115
C 1.810 0.363 0.819 -0.002
C -1.688 -6.274 -0.306 -0.083
C -1.333 -3.839 -3.339 -0.008
C 4.865 3.445 2.259 -0.044
C 3.392 3.207 2.585 -0.161
C 1.806 -1.124 1.041 -0.492
C -5.068 -3.580 2.093 0.000
C 2.742 7.391 -0.399 -0.114
C 1.016 4.349 -1.775 -0.172
C -0.723 -1.455 -3.863 -0.052
C -3.321 -3.522 0.432 -0.308
C 4.136 7.886 -0.811 -0.060
C -0.404 -2.670 -3.239 -0.320
C -4.195 -0.160 2.884 -0.119
C -2.314 -0.407 1.429 -0.199
C 0.866 -2.797 -2.636 -0.105
C 2.826 8.214 -2.885 -0.081
C -0.367 -3.191 4.380 -0.050
C -1.634 -3.251 4.940 -0.042
C 1.451 -0.554 -3.341 -0.046
C 1.044 -6.785 -0.180 -0.057
C -5.617 -3.593 -0.254 -0.051
C 1.790 -1.739 -2.695 -0.062
C -0.206 -3.246 3.002 -0.070
C -3.714 -3.526 1.785 -0.187
C -2.755 -3.386 4.135 -0.003
C 2.043 6.918 -2.660 -0.110
C 0.583 -5.487 -0.041 -0.124
C 1.322 2.372 -0.438 -0.038
C -3.109 -0.444 0.288 -0.490
C 2.149 3.116 0.441 -0.097
C -0.786 -5.235 -0.088 -0.354
C 0.731 3.042 -1.519 0.101
C -2.615 -3.434 2.753 -0.195
C -6.007 -3.624 1.076 -0.036
C 1.071 0.973 -0.228 -0.219
C -1.323 -3.363 2.191 -0.273
C 0.195 -0.417 -3.925 -0.025
C -5.029 -0.200 1.761 -0.130
C -4.492 -0.328 0.485 -0.228
C -2.817 -0.265 2.713 -0.140
C 2.566 1.152 1.660 0.082
C 0.147 -7.823 -0.382 -0.047
C 2.416 4.461 0.159 0.075
C -4.270 -3.545 -0.579 -0.101
H 1.273 -4.662 0.133 0.098
H -1.064 -4.434 -4.215 0.118
H -1.743 -3.203 6.013 0.120
H -5.396 -3.586 3.121 0.122
H 1.188 -3.772 -2.266 0.141
H 4.683 7.332 -2.749 0.196
H 3.321 2.628 3.507 0.138
H 2.795 -1.875 -2.302 0.144
H 2.782 7.016 0.621 0.133
H 4.900 7.157 -0.541 0.141
H 5.414 2.507 2.255 0.089
H -3.735 -3.443 4.585 0.121
H 2.349 6.165 -3.393 0.141
H -3.962 -3.529 -1.619 0.096
H 2.101 -6.986 -0.130 0.115
H -2.364 -3.510 -3.472 0.092
H 2.034 8.227 -0.393 0.144
H 0.789 -3.190 2.578 0.089
H 2.862 4.147 2.750 0.130
H -1.257 -4.503 -2.472 0.062
H 2.903 8.399 -3.959 0.153
H 0.031 2.511 -2.145 0.144
H 5.295 4.085 3.025 0.094
H 4.722 8.960 -2.503 0.199
H 2.178 0.240 -3.443 0.132
H -0.050 0.477 -4.480 0.135
H -6.359 -3.607 -1.036 0.120
H 4.994 3.921 1.290 0.068
H -2.752 -6.061 -0.347 0.107
H -1.669 -1.357 -4.378 0.142
H 3.055 5.015 0.824 0.097
H 4.348 8.821 -0.291 0.148
H 3.084 0.671 2.480 0.168
H -1.908 -8.377 -0.624 0.119
H 0.508 -8.835 -0.487 0.119
H 0.983 7.140 -2.833 0.145
H 0.498 -3.090 5.018 0.116
H -7.053 -3.671 1.331 0.122
H 2.325 9.073 -2.437 0.146